The following is a DFT calculation (ωB97M-V/def2-TZVPD) of a molecular structure, C36H45NO3OsP2S.

Last column: Löwdin charge in e.
Positions of all 89 atoms, in Å:
Os1 -1.20077 -0.97849 -0.98567  1.192
C1 3.79564 4.10426 2.84004  -0.401
S1 4.39401 2.56009 2.12237  0.817
C2 3.50836 1.33260 3.13318  -0.470
C3 2.56817 0.47922 2.28908  -0.260
C4 1.41828 1.29839 1.72386  -0.237
N1 0.53641 0.51555 0.83824  -0.390
P1 -1.00118 -0.16503 1.17508  0.898
C5 -0.79496 -1.26094 2.59411  -0.335
C6 -0.59387 -0.65412 3.84107  -0.093
C7 -0.31090 -1.42386 4.95489  -0.047
C8 -0.24002 -2.80780 4.84181  -0.039
C9 -0.45403 -3.41564 3.61433  -0.047
C10 -0.72632 -2.64982 2.48911  -0.085
C11 -2.03167 1.16696 1.79553  -0.369
C12 -1.74055 2.49804 1.50076  -0.104
C13 -2.57529 3.50475 1.96113  -0.054
C14 -3.70452 3.18358 2.70318  -0.042
C15 -4.00258 1.85690 2.98814  -0.046
C16 -3.16739 0.84569 2.54037  -0.083
P2 0.87981 0.07445 -0.74435  0.888
C17 1.49599 1.46738 -1.66056  -0.340
C18 2.82737 1.83660 -1.44371  -0.086
C19 3.32447 2.97745 -2.05204  -0.036
C20 2.50500 3.73506 -2.87873  -0.032
C21 1.18326 3.36507 -3.09626  -0.044
C22 0.67045 2.23493 -2.48171  -0.074
C23 2.00970 -1.30088 -0.87354  -0.353
C24 2.04178 -2.25855 0.14253  -0.084
C25 2.82137 -3.39345 -0.01184  -0.033
C26 3.56433 -3.57025 -1.17250  -0.033
C27 3.53182 -2.61698 -2.18524  -0.057
C28 2.75093 -1.48249 -2.04582  -0.082
H1 4.23050 4.91191 2.25435  0.036
H2 4.12755 4.20591 3.87083  0.043
H3 2.70975 4.17726 2.78617  0.031
H4 2.96402 1.85918 3.91911  0.086
H5 4.24435 0.69734 3.62308  0.079
H6 2.17240 -0.35304 2.87939  0.111
H7 3.14335 0.04127 1.46681  0.096
H8 1.80994 2.14218 1.14919  0.096
H9 0.80406 1.71275 2.52602  0.117
H10 -0.66965 0.42141 3.94839  0.110
H11 -0.15831 -0.94675 5.91357  0.119
H12 -0.03118 -3.41100 5.71519  0.120
H13 -0.42141 -4.49355 3.52858  0.119
H14 -0.90626 -3.14145 1.54721  0.084
H15 -0.86034 2.75430 0.92116  0.106
H16 -2.34437 4.53903 1.74380  0.120
H17 -4.35402 3.97024 3.06328  0.121
H18 -4.88200 1.60919 3.56709  0.121
H19 -3.39392 -0.18610 2.78229  0.121
H20 3.47306 1.24830 -0.80212  0.105
H21 4.35093 3.27116 -1.87955  0.123
H22 2.89984 4.62034 -3.35921  0.123
H23 0.55329 3.95732 -3.74603  0.119
H24 -0.36239 1.95361 -2.65202  0.060
H25 1.48052 -2.10921 1.05682  0.088
H26 2.85852 -4.13279 0.77686  0.122
H27 4.18148 -4.45162 -1.28657  0.123
H28 4.12401 -2.75575 -3.07977  0.123
H29 2.73157 -0.73659 -2.83097  0.116
C29 0.22907 -3.87454 -3.52838  0.031
C30 -1.10857 -3.32984 -3.04790  -0.488
C31 -2.28427 -3.76946 -3.89845  0.023
O1 -1.04006 -1.87316 -2.99487  -0.148
C32 -1.31883 -3.77242 -1.60232  -0.456
O2 -1.53158 -4.89121 -1.27788  0.207
O3 -1.22807 -2.79405 -0.61249  -0.233
H30 0.39799 -3.56840 -4.56254  0.108
H31 0.21959 -4.96276 -3.49290  0.117
H32 1.04603 -3.50658 -2.90404  0.075
H33 -2.09450 -3.53207 -4.94594  0.105
H34 -3.20424 -3.28219 -3.57531  0.102
H35 -2.41530 -4.84642 -3.80815  0.113
H36 -0.83003 -1.47930 -3.84912  0.137
C33 -2.75819 1.64033 -3.07406  -0.080
C34 -2.83404 1.28709 -1.58750  -0.483
C35 -3.96947 2.05161 -0.90878  -0.042
C36 -3.02335 -0.23285 -1.42948  -0.240
H37 -2.50292 2.69036 -3.21952  0.093
H38 -3.73059 1.46904 -3.53880  0.100
H39 -2.02906 1.02845 -3.61254  0.069
H40 -1.88703 1.59423 -1.10316  0.086
H41 -4.92174 1.75141 -1.34966  0.104
H42 -3.84950 3.12490 -1.05896  0.100
H43 -4.01041 1.85773 0.16098  0.056
H44 -3.34375 -0.66986 -2.38129  0.076
H45 -3.73554 -0.54353 -0.65676  0.088

Summary:
Charge = +2
Multiplicity = 1
HOMO-LUMO gap = 6.037 eV
Highest occupied orbital energy = -12.9 eV
Relative energy (zero: lowest compared OMol25 entry of this formula, charge and spin) = 0.00 kJ/mol


The following is a DFT calculation (ωB97M-V/def2-TZVPD) of a molecular structure, C36H46BBrF6IN9PRbS2Si.

Last column: Löwdin spin population.
Positions of all 105 atoms, in Å:
Rb1 12.75979 12.00995 10.06739  0.001
C1 16.87625 14.84242 9.87141  0.000
N1 17.78047 13.82156 10.39463  0.000
C2 19.09527 13.95952 10.87731  0.000
C3 19.51979 12.69824 11.13203  0.000
N2 18.50916 11.82687 10.86273  0.001
B1 18.79520 10.32855 10.65727  0.007
N3 17.46671 9.49886 10.74205  0.100
C4 17.18512 8.48600 9.93199  0.139
C5 15.98274 7.89222 10.34200  0.168
N4 15.57020 8.51602 11.42580  0.075
C6 14.29165 8.23060 12.11305  0.002
C7 16.46571 9.56877 11.72766  0.027
S1 16.35229 10.50952 13.04914  0.428
C8 17.42344 12.51649 10.37459  0.002
S2 15.94554 11.95949 9.69154  0.016
H1 15.94840 14.79685 10.45034  0.000
H2 16.62124 14.56033 8.82823  0.000
H3 17.38816 15.77954 9.92129  0.000
H4 19.42338 14.95894 11.05191  0.000
H5 20.47678 12.32710 11.49153  0.000
H6 19.33297 10.10858 9.62296  0.001
H7 19.64211 10.02142 11.50360  0.004
H8 17.88078 8.21809 9.17471  0.008
H9 15.37267 7.05694 9.90115  0.007
H10 13.78422 7.47048 11.51840  0.000
H11 13.70338 9.13138 12.16942  0.001
H12 14.54350 7.81063 13.10529  0.002
C9 9.93167 14.78652 13.67577  0.000
C10 10.42757 15.68724 14.55534  0.000
C11 11.80462 15.96748 14.59806  0.000
C12 12.60212 15.33256 13.70512  0.000
N5 12.15919 14.45519 12.76799  0.000
C13 10.82547 14.20337 12.78467  0.000
C14 14.09646 15.46442 13.70676  0.000
C15 14.70460 16.64402 14.03294  0.000
C16 16.11883 16.65325 14.16061  0.000
C17 16.82608 15.51813 13.89740  0.000
C18 16.12339 14.43760 13.45729  0.002
N6 14.81145 14.40848 13.36440  0.000
H13 8.87798 14.51034 13.68374  0.000
H14 9.81222 16.11574 15.35673  0.000
H15 12.14986 16.73613 15.23293  0.000
H16 10.50497 13.43605 12.06660  0.000
H17 14.09562 17.49486 14.28391  0.000
H18 16.55662 17.59746 14.51360  0.000
H19 17.90568 15.43734 14.07519  0.000
H20 16.63674 13.51287 13.22234  0.002
F1 12.12955 9.34944 9.58365  0.000
P1 11.87626 7.93875 8.88636  0.000
F2 10.27740 8.16548 8.86761  0.000
F3 11.98448 8.53208 7.35570  0.000
F4 11.72433 7.26698 10.43513  0.000
F5 13.48417 7.72952 8.86891  0.002
F6 11.65885 6.41257 8.29610  0.000
C19 12.80270 11.54540 16.66514  0.000
C20 13.84044 11.81209 15.62930  0.000
N7 13.25080 11.84145 14.30436  0.004
C21 12.13042 11.13314 13.89976  0.000
N8 11.94212 10.94079 12.61121  0.000
C22 10.67836 10.34022 12.17241  0.000
C23 9.61260 10.26441 13.26309  0.000
C24 10.24909 9.75714 14.55974  0.000
N9 11.36301 10.66086 14.89448  0.000
C25 11.88147 10.45141 16.21268  0.000
H21 12.16211 12.45098 16.83983  0.000
H22 13.16661 11.32194 17.68977  0.000
H23 14.65103 11.05952 15.56344  0.000
H24 14.27105 12.81118 15.77813  0.000
H25 13.52485 12.55470 13.66339  0.001
H26 10.87293 9.36167 11.65066  0.000
H27 10.31306 11.03800 11.36219  0.000
H28 8.71471 9.70370 13.02674  0.000
H29 9.28696 11.26463 13.45008  0.000
H30 10.62442 8.76542 14.40222  0.000
H31 9.55018 9.84267 15.41862  0.000
H32 12.39083 9.46834 16.26577  0.000
H33 11.04610 10.35942 16.92456  0.000
Br1 14.27169 18.72792 7.11003  0.000
C26 15.13194 18.56704 8.85855  0.000
C27 16.35784 19.17901 9.00601  0.000
C28 17.02490 19.04472 10.19545  0.000
C29 16.39318 18.38730 11.26365  0.000
C30 15.15998 17.76109 11.02176  0.000
C31 14.52858 17.80504 9.81334  0.000
I1 12.89169 16.50580 9.48265  0.000
H34 16.80048 19.67703 8.16483  0.000
H35 18.01499 19.43365 10.27974  0.000
H36 16.87052 18.29907 12.19376  0.000
H37 14.70338 17.22761 11.82728  0.000
C32 7.70672 11.86094 10.13419  0.000
Si1 8.28961 12.96430 8.71615  0.000
C33 8.42513 11.99563 7.09019  0.000
C34 6.95550 14.23274 8.27220  0.000
C35 9.89452 13.63962 9.18584  0.000
C36 10.98642 14.22669 9.44355  0.000
H38 6.63645 11.61648 10.01816  0.000
H39 7.68694 12.45151 11.01797  0.000
H40 8.25008 10.94684 10.28908  0.000
H41 7.43668 12.04108 6.53623  0.000
H42 8.60178 10.90388 7.24928  0.000
H43 9.14387 12.34723 6.30223  0.000
H44 6.12780 13.64195 7.82827  0.000
H45 7.38509 14.88079 7.49041  0.000
H46 6.59632 14.84630 9.08689  0.000

Summary:
Charge = -1
Multiplicity = 2
Expectation value of S² = 0.773
HOMO-LUMO gap (spin up / spin down) = 7.240 / 5.040 eV
Highest occupied orbital energy (spin up / spin down) = -5.4 / -5.4 eV
Relative energy (zero: lowest compared OMol25 entry of this formula, charge and spin) = 64.95 kJ/mol


DFT total energy
In order: -77562.653; -186115.413
Unit: eV